{
  "formula": "C8H9NOS",
  "method": "ωB97M-V with the def2-TZVPD basis set",
  "symbols": ["C", "C", "O", "N", "C", "C", "C", "C", "S", "C", "C", "H", "H", "H", "H", "H", "H", "H", "H", "H"],
  "coordinates": [[3.7712, 0.2019, 0.0368], [2.3961, -0.4407, -0.0491], [2.2691, -1.6393, -0.1499], [1.3149, 0.4709, -0.0357], [-0.0637, 0.2161, -0.0760], [-0.5711, -1.0999, -0.0911], [-1.9561, -1.2626, -0.0950], [-2.8280, -0.1641, -0.0904], [-4.6194, -0.4228, -0.0679], [-2.3094, 1.1260, -0.1250], [-0.9241, 1.3082, -0.1044], [3.8280, 1.1686, -0.4714], [3.9969, 0.3056, 1.1254], [4.4565, -0.5105, -0.4305], [1.6246, 1.4423, 0.0082], [0.1182, -1.9582, -0.1380], [-2.4181, -2.2425, -0.1370], [-4.6621, -0.8208, 1.2585], [-2.9305, 2.0077, -0.2639], [-0.4930, 2.3143, -0.1033]],
  "forces_ev_per_a": [[-0.29, -0.23, 0.60], [-0.92, 0.68, -0.46], [-0.11, 0.06, 0.16], [1.73, -0.19, 0.08], [0.10, -0.65, 0.11], [-0.12, 0.02, -0.13], [-0.08, 0.38, -0.08], [-0.17, -0.06, 0.00], [0.59, -0.24, 0.99], [0.64, 0.10, -0.32], [-0.25, 0.07, 0.02], [0.00, -0.09, 0.21], [0.10, 0.05, -0.85], [0.01, 0.26, 0.24], [-0.50, -0.50, -0.02], [-0.57, 0.66, 0.13], [0.27, -0.05, 0.07], [-0.06, 0.31, -1.02], [-0.13, -0.29, 0.35], [-0.25, -0.29, -0.07]],
  "gap_ha": 0.3365,
  "total_energy_ev": -22815.2456,
  "fmax_ev_per_a": 1.74,
  "smiles": "CC(=O)Nc1ccc(S)cc1",
  "de_lowest_kcal_mol": 0.00
}


{
  "formula": "C5H10FN3",
  "method": "ωB97M-V with the def2-TZVPD basis set",
  "symbols": ["C", "C", "C", "C", "C", "N", "N", "N", "F", "H", "H", "H", "H", "H", "H", "H", "H", "H", "H"],
  "coordinates": [[-1.9722, 0.3670, -0.1639], [-0.2271, -0.0272, 1.2094], [0.1512, 1.3533, 1.6509], [0.4864, -2.0420, 0.1487], [0.8522, 0.6630, -1.9170], [-1.3427, 0.1982, -1.2308], [0.4435, -0.5896, 0.1492], [-0.0638, -0.1777, -1.1825], [-3.2746, 0.4956, -0.0338], [-0.6030, -0.7017, 1.9687], [1.0721, 1.3108, 2.2373], [-0.6303, 1.7822, 2.2738], [0.3227, 2.0053, 0.7996], [1.0547, -2.3664, -0.7224], [0.9917, -2.3796, 1.0535], [-0.5153, -2.4860, 0.1079], [0.9655, 1.6600, -1.4761], [1.8212, 0.1691, -1.9421], [0.4677, 0.7659, -2.9304]],
  "forces_ev_per_a": [[2.83, -0.84, 2.25], [-2.05, 0.89, -1.73], [-0.08, -0.09, 0.04], [0.01, -0.17, 0.00], [0.05, 0.21, -0.03], [-1.85, 0.63, -0.41], [-0.10, 0.08, -0.01], [1.16, -0.75, 0.36], [-0.12, 0.12, -0.48], [0.16, -0.18, -0.01], [0.07, -0.01, 0.02], [-0.03, 0.04, 0.00], [0.00, 0.05, -0.05], [-0.05, -0.03, 0.09], [0.01, -0.01, -0.03], [-0.01, 0.03, -0.04], [-0.01, 0.02, -0.01], [0.00, 0.03, 0.00], [0.02, 0.00, 0.03]],
  "gap_ha": 0.3472,
  "total_energy_ev": -12530.6198,
  "fmax_ev_per_a": 3.71,
  "de_lowest_kcal_mol": 46.44
}


{
  "formula": "C3H3FN2S2",
  "method": "ωB97M-V with the def2-TZVPD basis set",
  "symbols": ["F", "C", "C", "C", "S", "N", "S", "N", "H", "H", "H"],
  "coordinates": [[2.8950, 0.3950, -1.3839], [1.6480, 0.2944, -0.8922], [0.3311, 0.2460, -1.5404], [-0.6167, 0.1242, -0.5484], [-2.2878, -0.4539, -0.4758], [0.2156, 0.2440, 0.5750], [-0.4877, -0.3456, 2.0304], [1.5055, 0.3064, 0.4376], [0.4131, 0.4742, -2.7215], [-2.0905, 0.1170, -1.7304], [-0.1923, 0.8048, 2.8310]],
  "forces_ev_per_a": [[-1.31, 0.01, -0.20], [-1.43, 0.51, 1.65], [3.09, 0.83, -4.11], [3.36, -0.05, 1.21], [1.26, 1.67, -1.77], [-4.39, -1.10, 2.05], [0.94, 1.62, 1.36], [1.77, -0.17, -2.53], [-1.15, -1.03, 2.97], [-1.64, -0.84, 0.42], [-0.49, -1.45, -1.06]],
  "gap_ha": 0.3497,
  "total_energy_ev": -30524.7742,
  "fmax_ev_per_a": 5.21,
  "smiles": "Fc1cc(S)n(S)n1",
  "de_lowest_kcal_mol": 35.03
}